Entry 1:
{
  "formula": "C28H48BF2O4PSSi",
  "method": "ωB97M-V with the def2-TZVPD basis set",
  "gap_ev": 7.88,
  "fmax_ev_per_a": 0.55,
  "homo_ev": -8.49,
  "smiles": "C#CCCCB([PH2]=S)C(F)(F)CC[Si](C)(C)c1ccccc1.CC(C)=O.CC(C)=O.CC(C)=O.CC(C)=O",
  "symbols": ["C", "C", "C", "C", "C", "B", "P", "S", "C", "F", "F", "C", "C", "Si", "C", "C", "C", "C", "C", "C", "C", "C", "H", "H", "H", "H", "H", "H", "H", "H", "H", "H", "H", "H", "H", "H", "H", "H", "H", "H", "H", "H", "H", "H", "H", "H", "C", "C", "C", "O", "H", "H", "H", "H", "H", "H", "C", "C", "C", "O", "H", "H", "H", "H", "H", "H", "C", "C", "C", "O", "H", "H", "H", "H", "H", "H", "C", "C", "C", "O", "H", "H", "H", "H", "H", "H"],
  "coordinates": [[2.09375, -3.07120, 5.20695], [1.89959, -2.31435, 4.29876], [1.73162, -1.38764, 3.18772], [3.06742, -1.06139, 2.47564], [3.31384, 0.45125, 2.31146], [2.14482, 1.11433, 1.53501], [1.80281, 0.50046, -0.27024], [1.42006, 1.89641, -1.59131], [1.28291, 2.26361, 2.25621], [1.06051, 1.87901, 3.56105], [2.17629, 3.32119, 2.32885], [-0.00231, 2.73947, 1.65953], [-1.02182, 1.60271, 1.46921], [-2.38283, 1.40041, 2.75818], [-3.74113, 2.66739, 2.51968], [-1.78403, 1.53288, 4.52316], [-3.09394, -0.32108, 2.49619], [-4.26854, -0.56198, 1.78899], [-4.73483, -1.85141, 1.59006], [-4.02982, -2.92746, 2.09864], [-2.85901, -2.71371, 2.80564], [-2.40120, -1.42068, 3.00101], [2.22936, -3.67789, 6.06648], [1.01966, -1.83596, 2.49182], [1.27332, -0.48372, 3.59231], [3.87958, -1.48293, 3.06187], [3.09074, -1.57202, 1.51330], [4.21417, 0.57334, 1.69979], [3.46827, 0.91718, 3.28228], [0.77653, -0.45699, -0.16103], [2.90882, -0.31209, -0.57563], [-0.40782, 3.50658, 2.32598], [0.21998, 3.23640, 0.71945], [-1.54519, 1.77804, 0.52727], [-0.54148, 0.62826, 1.34810], [-4.47418, 2.50927, 3.31203], [-4.25076, 2.58017, 1.56303], [-3.36170, 3.68134, 2.64346], [-1.38248, 2.53229, 4.69848], [-2.59674, 1.36884, 5.22868], [-0.97750, 0.84104, 4.75660], [-4.81969, 0.27693, 1.38252], [-5.64240, -2.01664, 1.02648], [-4.38671, -3.93184, 1.92850], [-2.29166, -3.54168, 3.20869], [-1.48067, -1.27090, 3.55551], [-0.23966, -0.63936, -3.82693], [-1.10109, -1.25172, -2.75523], [-2.53403, -1.56439, -3.11460], [-0.66833, -1.48027, -1.64503], [0.74936, -0.46621, -3.41326], [-0.15851, -1.29597, -4.69398], [-0.65129, 0.31436, -4.15697], [-2.56395, -2.26632, -3.94954], [-3.04639, -0.65168, -3.42321], [-3.04423, -1.99635, -2.25667], [2.73459, 2.82602, -6.44331], [2.53470, 1.55673, -5.65745], [3.60583, 1.21925, -4.64596], [1.56827, 0.84546, -5.80775], [1.90849, 2.96379, -7.13710], [2.78726, 3.68113, -5.77109], [3.67131, 2.77696, -7.00120], [3.68405, 2.01992, -3.90850], [4.57098, 1.11195, -5.14601], [3.35171, 0.29200, -4.13811], [5.30211, 6.37886, -3.71567], [5.15283, 5.76077, -5.08448], [6.40930, 5.22162, -5.72596], [4.08108, 5.69620, -5.63914], [4.33421, 6.72496, -3.36245], [5.70337, 5.64471, -3.01489], [5.99674, 7.21944, -3.75860], [6.84863, 4.44735, -5.09444], [7.14410, 6.02010, -5.84065], [6.17300, 4.80456, -6.70182], [-4.22798, -8.12759, 1.98814], [-5.14106, -6.92961, 2.09155], [-5.92693, -6.78442, 3.37277], [-5.23637, -6.12524, 1.19484], [-3.72041, -8.11886, 1.02701], [-3.48891, -8.10446, 2.79077], [-4.80531, -9.04828, 2.08747], [-5.24668, -6.71497, 4.22340], [-6.56521, -7.65701, 3.52120], [-6.54125, -5.88869, 3.32650]],
  "forces_ev_per_angstrom": [[-0.10, 0.14, 0.10], [0.13, -0.15, 0.06], [-0.03, -0.12, 0.03], [-0.04, -0.09, 0.20], [-0.18, -0.01, -0.27], [0.00, -0.11, 0.20], [-0.37, 0.21, -0.24], [0.13, 0.15, -0.01], [0.13, -0.03, -0.45], [0.00, -0.09, 0.21], [0.09, 0.12, 0.03], [-0.48, 0.14, 0.23], [-0.04, 0.24, 0.00], [-0.27, -0.28, 0.05], [0.15, -0.10, 0.22], [0.24, 0.20, -0.08], [0.16, 0.20, 0.07], [0.02, 0.14, -0.03], [-0.07, 0.08, -0.08], [-0.02, -0.23, -0.03], [0.13, 0.11, 0.09], [0.08, -0.06, 0.00], [0.04, -0.14, 0.00], [-0.08, 0.13, -0.11], [-0.02, 0.10, -0.07], [0.10, -0.02, 0.01], [0.01, 0.03, -0.09], [0.15, 0.06, 0.10], [0.10, 0.02, 0.07], [0.13, -0.15, 0.08], [0.05, -0.08, 0.03], [0.10, 0.08, 0.06], [0.13, -0.11, -0.15], [-0.04, -0.14, -0.12], [0.09, -0.05, 0.03], [-0.12, 0.00, 0.00], [0.01, 0.08, -0.11], [0.02, 0.10, -0.13], [0.00, 0.07, 0.06], [-0.11, -0.04, -0.01], [0.01, -0.13, 0.01], [-0.10, -0.01, -0.04], [-0.07, -0.04, -0.01], [-0.07, -0.10, -0.03], [-0.02, -0.10, -0.01], [0.03, 0.00, 0.05], [0.13, -0.13, 0.31], [-0.05, 0.07, -0.12], [0.02, -0.06, 0.18], [-0.02, -0.03, 0.03], [0.03, 0.08, -0.11], [-0.11, 0.03, -0.04], [-0.03, -0.03, -0.07], [-0.01, 0.05, -0.05], [0.02, -0.01, -0.07], [0.00, 0.00, 0.00], [-0.22, -0.15, -0.08], [0.05, 0.02, 0.13], [-0.04, -0.09, -0.03], [-0.01, 0.00, -0.11], [0.00, -0.01, -0.01], [0.09, 0.03, -0.01], [0.05, 0.07, 0.06], [0.03, 0.01, -0.02], [0.02, 0.06, 0.01], [0.00, 0.01, 0.01], [-0.13, 0.01, -0.03], [0.03, 0.01, 0.04], [-0.10, -0.02, -0.09], [0.03, 0.04, 0.00], [0.00, 0.00, 0.00], [0.06, 0.02, 0.00], [0.05, -0.03, 0.02], [0.04, 0.04, 0.03], [0.04, -0.02, 0.05], [0.00, 0.00, 0.00], [0.01, 0.06, -0.12], [0.00, -0.04, 0.05], [-0.03, 0.11, -0.07], [0.01, 0.01, -0.01], [0.00, 0.00, 0.00], [-0.03, -0.04, 0.04], [0.01, -0.01, 0.07], [0.00, -0.06, 0.02], [0.04, -0.03, 0.04], [0.00, 0.00, 0.00]],
  "mulliken_charge": [0.030, -1.236, 0.945, -0.725, -0.536, -0.607, 0.395, -0.438, 1.012, -0.302, -0.347, -1.292, -0.018, -0.208, -1.183, -1.031, 0.536, -0.354, -0.823, -0.150, -0.804, -0.161, 0.488, 0.271, -0.345, 0.546, 0.274, 0.313, 0.372, 0.068, 0.096, 0.545, 0.313, 0.430, 0.022, 0.349, 0.346, 0.348, 0.320, 0.433, 0.309, 0.255, 0.419, 0.412, 0.428, 0.274, -0.684, 0.781, -1.215, -0.551, -0.075, 0.425, 0.312, 0.359, 0.334, 0.301, -1.016, 0.890, -1.059, -0.539, 0.322, 0.228, 0.311, 0.244, 0.442, 0.204, -1.151, 0.905, -1.145, -0.560, 0.305, 0.319, 0.348, 0.313, 0.376, 0.284, -1.169, 0.915, -1.154, -0.562, 0.304, 0.324, 0.344, 0.315, 0.390, 0.296]
}

Entry 2:
{
  "formula": "C2H4O3P",
  "method": "ωB97M-V with the def2-TZVPD basis set",
  "e_above_lowest_ev": 1.1717,
  "gap_ev": 8.76,
  "fmax_ev_per_a": 5.20,
  "homo_ev": -4.63,
  "charge": -1,
  "symbols": ["C", "C", "O", "O", "O", "P", "H", "H", "H", "H"],
  "coordinates": [[1.06472, 0.89270, 0.09539], [1.47141, -0.37947, 0.42840], [-1.80840, -0.22971, 0.38570], [-3.21410, 0.26076, -1.49579], [0.54031, -1.33114, 0.79603], [-1.94745, -0.43215, -1.13695], [1.73815, 1.54392, -0.41295], [0.12006, 1.27557, 0.27021], [2.38135, -0.83035, 0.35181], [-0.34605, -0.77014, 0.71815]],
  "forces_ev_per_angstrom": [[3.07, -2.31, 0.25], [-4.96, 1.53, -0.27], [1.35, -0.78, -0.58], [-0.42, -0.05, -1.54], [0.16, 2.16, 0.11], [-0.96, 0.86, 2.02], [0.71, 0.40, 0.00], [-1.82, 0.21, 0.27], [2.76, -0.56, -0.48], [0.12, -1.46, 0.22]],
  "nbo_charge": [-0.591, 0.169, -1.163, -1.133, -0.745, 1.395, 0.178, 0.220, 0.152, 0.517]
}

Entry 3:
{
  "formula": "C33H31MnN8O2S",
  "method": "ωB97M-V with the def2-TZVPD basis set",
  "s_squared": 0.797,
  "e_above_lowest_ev": 0.4425,
  "gap_ev": [6.17, 6.10],
  "fmax_ev_per_a": 0.98,
  "multiplicity": 2,
  "homo_ev": [-16.02, -15.98],
  "charge": 3,
  "symbols": ["Mn", "N", "C", "N", "C", "N", "N", "C", "C", "C", "C", "C", "C", "N", "C", "C", "C", "C", "C", "C", "H", "H", "H", "H", "H", "H", "H", "H", "H", "H", "H", "C", "N", "C", "C", "N", "H", "H", "H", "H", "H", "H", "O", "S", "N", "C", "O", "H", "H", "H", "H", "C", "C", "C", "C", "C", "C", "C", "C", "C", "C", "C", "C", "C", "C", "C", "H", "H", "H", "H", "H", "H", "H", "H", "H", "H"],
  "coordinates": [[1.12333, -0.48262, 0.46218], [0.06957, -4.66180, -0.52810], [0.74594, -3.52482, -0.57025], [0.81786, -2.66497, 0.40941], [0.14200, -2.96169, 1.60877], [0.26970, -2.18034, 2.62819], [1.14784, -1.16266, 2.27807], [2.12317, -0.93413, 3.06592], [3.18553, -0.11061, 2.48551], [4.31209, 0.30048, 3.16696], [5.25722, 1.05844, 2.48886], [5.03122, 1.38149, 1.16031], [3.88276, 0.91542, 0.54123], [2.97975, 0.16589, 1.17766], [-0.67828, -4.16424, 1.68761], [-1.42674, -4.49526, 2.82328], [-2.16000, -5.66067, 2.84318], [-2.15642, -6.51348, 1.73324], [-1.42614, -6.20322, 0.60510], [-0.69040, -5.02485, 0.59544], [0.11435, -5.29222, -1.31661], [1.26932, -3.30924, -1.49405], [2.20181, -1.44414, 4.02134], [4.44647, 0.03223, 4.20703], [6.15196, 1.39730, 2.99402], [5.73830, 1.97782, 0.60087], [3.67701, 1.14070, -0.49579], [-1.40580, -3.83057, 3.67617], [-2.73175, -5.92696, 3.72154], [-2.72685, -7.43220, 1.75970], [-1.42204, -6.86525, -0.25279], [-4.06130, 0.52825, 0.16915], [-3.26212, -0.71117, 0.14375], [-3.97101, -2.00593, 0.13948], [-1.96851, -0.66552, 0.16311], [-0.80818, -0.65140, 0.20279], [-4.60116, 0.59233, 1.11211], [-4.77078, 0.51183, -0.65612], [-3.40423, 1.38919, 0.06832], [-4.74910, -1.97934, 0.89939], [-3.27185, -2.80544, 0.37464], [-4.41969, -2.17894, -0.83696], [2.49486, 2.77451, 3.98162], [1.17690, 2.23283, 3.87031], [0.65795, 1.97886, 2.48554], [2.85520, -0.35198, -2.59670], [2.32549, -0.95739, -1.38583], [2.88318, -1.08697, -3.39790], [3.85765, 0.03284, -2.41962], [2.19129, 0.45955, -2.87137], [2.93208, -1.65787, -1.11499], [0.60961, 1.80531, 1.22077], [0.40743, 1.82117, 0.00101], [-0.23125, 2.50634, -1.05916], [-0.74087, 3.81848, -0.68900], [-1.97108, 4.26929, -1.20303], [-2.45638, 5.51209, -0.84427], [-1.70606, 6.33818, -0.01400], [-0.47875, 5.91103, 0.48911], [-0.00683, 4.65450, 0.17452], [-0.37822, 2.02890, -2.39978], [-0.34293, 0.65347, -2.71126], [-0.55015, 0.22360, -4.00149], [-0.76699, 1.15549, -5.02071], [-0.75394, 2.51761, -4.74576], [-0.56659, 2.95504, -3.45008], [-2.56050, 3.62151, -1.84018], [-3.41585, 5.84413, -1.21740], [-2.07445, 7.32456, 0.23612], [0.10876, 6.56880, 1.11524], [0.96443, 4.33933, 0.53411], [-0.18537, -0.07367, -1.92651], [-0.54071, -0.83380, -4.23120], [-0.93126, 0.81393, -6.03493], [-0.87850, 3.23646, -5.54406], [-0.50298, 4.01623, -3.25279]],
  "forces_ev_per_angstrom": [[0.57, -0.07, -0.52], [-0.02, -0.02, 0.08], [0.08, 0.01, -0.08], [0.08, 0.29, 0.35], [-0.10, -0.27, -0.03], [0.17, 0.17, -0.25], [-0.48, 0.03, 0.39], [0.42, 0.05, 0.03], [-0.20, -0.09, 0.08], [0.14, 0.04, 0.09], [0.01, 0.01, 0.04], [0.01, -0.01, -0.01], [0.00, -0.02, 0.05], [-0.15, -0.04, 0.00], [0.06, 0.16, 0.03], [0.02, 0.04, 0.02], [0.00, -0.03, -0.04], [-0.03, -0.02, 0.05], [-0.02, -0.04, -0.02], [0.06, -0.07, -0.19], [-0.01, 0.01, 0.01], [-0.04, 0.02, -0.01], [0.06, 0.02, -0.01], [0.00, 0.03, -0.02], [-0.01, -0.01, -0.01], [0.00, -0.01, 0.00], [-0.01, 0.02, 0.00], [0.00, -0.02, 0.00], [0.00, 0.01, -0.01], [0.00, 0.01, 0.01], [0.01, 0.01, 0.02], [0.06, -0.13, -0.05], [0.10, 0.06, -0.03], [0.07, 0.09, 0.03], [-0.31, -0.17, 0.21], [-0.59, 0.11, -0.16], [-0.01, 0.00, 0.02], [0.00, 0.01, -0.01], [0.01, -0.01, 0.00], [0.00, 0.00, 0.02], [0.01, 0.00, 0.00], [-0.02, 0.01, -0.01], [0.10, -0.05, -0.08], [0.21, 0.34, 0.64], [-0.47, -0.61, -0.60], [0.05, 0.00, 0.13], [-0.23, 0.13, -0.20], [-0.02, -0.02, -0.01], [0.03, -0.01, -0.02], [-0.01, 0.02, 0.02], [-0.01, 0.07, 0.07], [0.30, 0.01, 0.55], [-0.09, -0.15, -0.53], [0.21, 0.21, 0.09], [0.19, -0.05, -0.07], [-0.05, -0.01, 0.02], [0.01, 0.01, -0.01], [-0.02, -0.01, -0.03], [0.01, -0.03, 0.00], [-0.07, 0.02, 0.05], [-0.11, -0.12, -0.02], [0.03, -0.05, 0.00], [-0.01, 0.07, -0.05], [0.00, -0.03, 0.03], [0.00, -0.02, -0.02], [0.07, 0.04, -0.03], [0.02, 0.02, 0.01], [0.02, 0.00, 0.00], [-0.01, -0.02, 0.02], [-0.01, 0.00, -0.01], [0.00, 0.01, -0.02], [-0.03, 0.06, -0.03], [-0.03, 0.02, -0.01], [0.02, 0.00, 0.01], [0.00, -0.02, 0.00], [-0.02, -0.03, 0.01]],
  "lowdin_spin": [0.996, 0.002, 0.001, -0.005, -0.001, 0.003, -0.009, -0.005, -0.001, -0.001, 0.001, 0.000, -0.001, -0.002, 0.000, 0.000, 0.000, 0.000, 0.000, 0.000, 0.000, 0.000, -0.001, 0.000, 0.000, 0.000, 0.000, 0.000, 0.000, 0.000, 0.000, 0.001, 0.015, 0.001, 0.012, 0.002, 0.001, 0.000, 0.000, 0.000, 0.000, 0.001, -0.007, -0.005, 0.001, 0.003, 0.011, 0.001, 0.000, 0.000, 0.000, -0.006, -0.009, -0.002, 0.000, 0.000, 0.000, 0.000, 0.000, 0.000, 0.000, 0.000, 0.000, 0.000, 0.000, 0.000, 0.000, 0.000, 0.000, 0.000, 0.000, 0.001, 0.000, 0.000, 0.000, 0.000]
}